A molecular structure, C22H34IrN6O7PS2Te, computed with ωB97M-V/def2-TZVPD.

The HOMO energy (alpha / beta) comes out at -13.63 / -13.63 eV. Its expectation value of S² is 6.008. As for the energy above the lowest of the compared OMol25 structures with the same formula, charge and spin: 0.0 kcal/mol.

```
! wB97M-V def2-TZVPD RIJCOSX def2/J DEFGRID3
* xyz 2 5
Ir 0.596 -0.385 0.270
N -2.225 0.131 1.958
C -1.139 0.103 2.780
N 0.096 0.009 2.354
C 1.012 0.060 3.405
C 2.396 0.014 3.294
C 3.150 0.055 4.451
C 2.546 0.151 5.705
C 1.170 0.232 5.825
C 0.416 0.188 4.663
S -1.318 0.272 4.491
H -2.096 -0.204 1.013
H -3.118 -0.088 2.372
H 2.873 -0.036 2.322
H 4.228 0.012 4.374
H 3.159 0.175 6.595
H 0.696 0.327 6.792
C -2.140 -5.032 -0.707
C -1.858 -3.885 -1.696
C -1.163 -2.804 -1.044
N -0.617 -1.975 -0.469
H -2.682 -5.820 -1.223
H -2.747 -4.687 0.128
H -1.212 -5.446 -0.319
H -2.788 -3.499 -2.118
H -1.241 -4.239 -2.526
C -1.138 2.939 -3.408
C -0.993 4.106 -2.454
O -0.047 3.847 -1.373
P -0.329 2.864 -0.176
O -0.308 1.421 -0.664
Te -2.399 3.475 0.912
O 0.799 3.162 0.875
C 2.236 3.170 0.596
C 2.714 4.495 0.044
H -1.836 3.207 -4.200
H -1.514 2.059 -2.888
H -0.177 2.695 -3.863
H -1.957 4.380 -2.021
H -0.589 4.978 -2.962
H 2.478 2.351 -0.080
H 2.697 2.965 1.560
H 2.292 4.691 -0.938
H 3.800 4.467 -0.045
H 2.435 5.307 0.716
C 8.406 0.292 3.125
C 7.664 1.326 2.293
S 6.282 0.589 1.421
O 5.432 1.620 0.864
O 5.626 -0.379 2.274
C 7.043 -0.293 0.026
C 6.089 -1.296 -0.649
N 4.721 -0.805 -0.872
C 3.626 -1.251 -0.234
N 2.567 -0.516 -0.584
C 2.982 0.413 -1.492
C 4.311 0.240 -1.685
N 5.132 1.046 -2.541
O 6.293 0.713 -2.700
O 4.578 1.987 -3.066
C 3.552 -2.412 0.687
H 9.277 0.750 3.591
H 8.757 -0.541 2.515
H 7.764 -0.105 3.908
H 8.287 1.781 1.522
H 7.221 2.112 2.905
H 7.913 -0.824 0.409
H 7.363 0.479 -0.667
H 6.004 -2.187 -0.032
H 6.509 -1.570 -1.614
H 2.321 1.106 -1.984
H 3.904 -3.320 0.196
H 2.516 -2.558 0.988
H 4.158 -2.233 1.573
*
```

Atomic partial charges in e from the Mulliken method, atoms 1 to 5:
1. Ir 2.0704
2. N -0.2510
3. C 0.3285
4. N -0.0140
5. C -0.8066

=====

C22H34N2O3 in the gas phase, computed with ωB97M-V/def2-TZVPD.

As for the SMILES: C[C@]12C[C@@H]3C[C@](C)(C1)C[C@@](C(=O)N1CCN(C(=O)[C@H]4CCCO4)CC1)(C3)C2. The HOMO energy comes out at -8.77 eV. As for the energy above the lowest of the compared OMol25 structures with the same formula, charge and spin: 0.8 kcal/mol.

```
! wB97M-V def2-TZVPD RIJCOSX def2/J DEFGRID3
* xyz 0 1
C -5.311 -1.917 1.495
H -6.363 -1.640 1.541
H -4.926 -1.971 2.511
H -5.236 -2.906 1.048
C -4.524 -0.896 0.673
C -4.627 0.489 1.313
C -3.831 1.511 0.500
C -3.923 2.889 1.157
H -3.522 2.861 2.168
H -3.363 3.627 0.585
H -4.960 3.215 1.210
C -2.357 1.078 0.433
H -1.958 1.061 1.450
H -1.827 1.829 -0.159
C -2.225 -0.299 -0.213
C -2.816 -0.226 -1.631
H -2.719 -1.203 -2.106
C -4.282 0.189 -1.570
C -4.398 1.565 -0.920
H -3.851 2.304 -1.511
H -5.445 1.876 -0.887
C -5.074 -0.831 -0.754
H -6.129 -0.549 -0.731
H -4.999 -1.815 -1.221
H -4.685 0.232 -2.589
H -2.248 0.496 -2.225
C -3.052 -1.302 0.617
H -2.958 -2.292 0.167
H -2.642 -1.353 1.630
C -0.851 -0.982 -0.347
O -0.837 -2.062 -0.919
N 0.299 -0.534 0.235
C 0.738 0.813 0.527
H -0.089 1.498 0.655
C 1.644 1.313 -0.608
N 2.780 0.429 -0.760
C 4.018 0.895 -0.508
O 4.225 2.068 -0.250
C 5.169 -0.127 -0.600
C 6.496 0.516 -0.195
H 6.499 1.579 -0.424
C 6.528 0.236 1.305
H 7.532 0.245 1.723
C 5.883 -1.145 1.371
H 5.350 -1.332 2.306
H 6.632 -1.936 1.227
O 4.946 -1.207 0.304
H 5.913 0.969 1.826
H 7.327 0.024 -0.702
H 5.198 -0.525 -1.623
C 2.386 -0.941 -1.000
H 3.254 -1.592 -1.043
C 1.459 -1.408 0.126
H 1.111 -2.420 -0.076
H 2.002 -1.384 1.075
H 1.841 -0.989 -1.951
H 2.024 2.312 -0.386
H 1.078 1.334 -1.546
H 1.317 0.786 1.457
H -4.243 0.451 2.335
H -5.674 0.797 1.363
*
```

Atomic partial charges in e from the natural (NBO) method, atoms 1 to 5:
1. C -0.5941
2. H 0.2063
3. H 0.2057
4. H 0.2093
5. C -0.0401

=====

C22H34N6O3 in the gas phase, computed with ωB97M-V/def2-TZVPD.

As for the SMILES: CC(C)CCCN(Cc1ccco1)c1nc(N2CCOCC2)nc(N2CCOCC2)n1. The HOMO energy comes out at -8.43 eV. As for the energy above the lowest of the compared OMol25 structures with the same formula, charge and spin: 30.5 kcal/mol.

```
! wB97M-V def2-TZVPD RIJCOSX def2/J DEFGRID3
* xyz 0 1
C -5.100 -2.043 1.001
H -4.315 -1.996 1.751
H -6.027 -1.697 1.454
H -5.232 -3.083 0.709
C -4.750 -1.192 -0.218
C -5.865 -1.305 -1.258
H -6.820 -1.011 -0.829
H -5.661 -0.661 -2.111
H -5.951 -2.331 -1.612
C -3.393 -1.603 -0.822
C -2.275 -0.594 -0.559
H -2.587 0.390 -0.914
C -1.889 -0.507 0.920
N -0.875 0.492 1.172
C 0.395 0.280 0.772
N 0.686 -0.930 0.293
C 1.962 -1.109 -0.050
N 2.923 -0.190 0.057
C 2.520 0.985 0.544
N 1.272 1.277 0.914
N 3.460 1.941 0.723
C 4.781 1.811 0.155
H 4.950 0.765 -0.092
C 4.884 2.692 -1.096
H 5.905 2.707 -1.481
O 4.555 4.033 -0.805
C 3.248 4.139 -0.285
H 3.084 5.200 -0.089
C 3.091 3.310 0.995
H 2.061 3.329 1.346
H 3.761 3.703 1.768
H 2.519 3.788 -1.033
H 4.206 2.299 -1.869
H 5.512 2.147 0.899
N 2.292 -2.297 -0.604
C 3.669 -2.690 -0.782
H 4.294 -1.800 -0.715
C 4.049 -3.708 0.300
H 5.047 -4.112 0.124
O 3.171 -4.813 0.291
C 1.836 -4.409 0.504
H 1.235 -5.320 0.476
C 1.379 -3.416 -0.570
H 0.381 -3.038 -0.353
H 1.394 -3.905 -1.550
H 1.741 -3.938 1.495
H 4.021 -3.215 1.284
H 3.774 -3.151 -1.771
C -1.291 1.798 1.638
C -2.093 2.533 0.613
C -1.718 3.237 -0.493
C -2.917 3.653 -1.124
C -3.929 3.170 -0.356
O -3.442 2.491 0.697
H -4.995 3.240 -0.443
H -3.007 4.230 -2.022
H -0.715 3.430 -0.812
H -0.381 2.353 1.870
H -1.898 1.674 2.542
H -1.500 -1.476 1.244
H -2.758 -0.245 1.525
H -1.384 -0.883 -1.119
H -3.094 -2.577 -0.430
H -3.498 -1.708 -1.903
H -4.692 -0.145 0.096
*
```

Atomic partial charges in e from the natural (NBO) method, atoms 1 to 5:
1. C -0.6002
2. H 0.2031
3. H 0.2053
4. H 0.2004
5. C -0.2263

=====

A molecular structure, C22H34NOP3Yb in a non-equilibrium geometry, computed with ωB97M-V/def2-TZVPD.

The HOMO energy (alpha / beta) comes out at -6.96 / -8.53 eV. Its expectation value of S² is 0.751. As for the energy above the lowest of the compared OMol25 structures with the same formula, charge and spin: 64.1 kcal/mol.

```
! wB97M-V def2-TZVPD RIJCOSX def2/J DEFGRID3
* xyz 1 2
C -1.647 1.868 -3.513
C -0.521 1.804 -2.692
C -0.641 2.261 -1.325
C -1.940 2.115 -0.755
C -3.076 1.978 -1.573
C -2.923 1.968 -2.958
C -2.057 1.849 0.711
C -0.839 2.309 1.463
C 0.377 2.551 0.763
C 1.584 2.672 1.537
C 1.500 2.866 2.907
C 0.271 2.747 3.570
C -0.876 2.411 2.854
H -1.521 1.763 -4.594
H -4.072 1.974 -1.109
H -3.803 1.997 -3.607
H -2.970 2.292 1.130
H 2.414 3.062 3.473
H 0.221 2.889 4.650
H -1.825 2.238 3.368
N 0.482 2.572 -0.598
Yb -3.124 -0.844 -0.014
C 0.696 1.026 -3.082
H 1.601 1.515 -2.695
H 0.773 0.890 -4.169
C 2.899 2.441 0.823
H 2.905 2.966 -0.142
H 3.757 2.755 1.431
P 0.678 -0.690 -2.258
P 3.110 0.670 0.447
C 2.702 -0.321 1.889
H 1.627 -0.547 1.886
H 3.265 -1.265 1.874
H 2.945 0.231 2.809
C 4.753 0.321 -0.165
H 5.474 0.348 0.663
H 4.750 -0.677 -0.626
H 5.034 1.058 -0.929
C -1.140 -1.032 -2.021
H -1.575 -1.292 -2.995
H -1.256 -1.886 -1.322
H -1.632 -0.101 -1.657
C 0.944 -1.697 -3.772
H 0.591 -2.722 -3.597
H 0.417 -1.261 -4.631
H 2.020 -1.729 -3.986
H -2.176 0.556 0.906
H 2.161 0.337 -0.556
C -1.451 -3.082 3.258
P -1.443 -2.931 1.491
C 0.015 -3.678 0.794
C -2.920 -3.674 0.779
O -1.462 -1.432 1.107
H -1.028 -4.048 3.569
H -2.483 -3.014 3.633
H -0.857 -2.270 3.702
H -0.012 -4.767 0.943
H 0.098 -3.473 -0.284
H 0.911 -3.276 1.289
H -3.842 -3.270 1.239
H -2.964 -3.570 -0.325
H -2.899 -4.750 0.990
*
```

Atomic partial charges in e from the natural (NBO) method, atoms 1 to 5:
1. C -0.2105
2. C -0.0873
3. C 0.2765
4. C -0.1682
5. C -0.2755

=====

2 unconnected molecules or ions with the total composition C22H35BClN3O5P in a non-equilibrium geometry, computed with ωB97M-V/def2-TZVPD.

The HOMO energy comes out at -11.11 eV.

```
! wB97M-V def2-TZVPD RIJCOSX def2/J DEFGRID3
* xyz 1 1
C 3.167 -3.631 -0.468
C 2.054 -2.578 -0.594
C 0.845 -2.952 0.296
N -0.440 -2.719 -0.334
N -1.011 -1.435 -0.331
C -1.706 -1.213 -1.630
C -1.963 0.297 -1.840
P -0.568 1.079 -2.733
O -0.520 2.520 -2.464
O -0.735 0.760 -4.270
O 0.693 0.294 -2.182
O -1.978 0.949 -0.601
C -2.706 0.197 0.345
Cl -3.234 1.260 1.627
C -1.887 -1.037 0.838
C -1.035 -0.816 2.095
C 0.194 0.070 1.973
C 1.395 -0.450 2.484
C 2.582 0.274 2.455
C 2.615 1.545 1.891
C 1.431 2.079 1.384
C 0.235 1.356 1.432
B -3.001 -2.164 1.243
O -2.640 -3.504 1.283
N -4.363 -1.778 1.570
C -5.288 -2.875 1.166
C -4.452 -1.642 3.047
H 4.154 -3.187 -0.492
H 3.068 -4.379 -1.247
H 3.088 -4.160 0.478
H 1.738 -2.492 -1.625
H 2.466 -1.644 -0.216
H 0.957 -2.478 1.263
H 0.900 -4.022 0.468
H -1.065 -3.478 -0.534
H -0.220 -0.767 -0.349
H -1.120 -1.667 -2.417
H -2.655 -1.745 -1.621
H -2.857 0.462 -2.441
H -1.015 1.581 -4.698
H 1.479 0.854 -2.274
H -3.624 -0.128 -0.135
H -1.663 -0.511 2.924
H -0.650 -1.792 2.388
H 1.422 -1.429 2.941
H 3.494 -0.123 2.868
H 3.528 2.113 1.857
H 1.432 3.066 0.949
H -0.649 1.831 1.049
H -1.925 -3.623 1.919
H -5.010 -3.298 0.207
H -5.328 -3.649 1.926
H -6.287 -2.463 1.060
H -5.493 -1.705 3.337
H -3.893 -2.417 3.579
H -4.092 -0.676 3.383
C 3.541 3.600 -1.226
C 4.693 4.373 -1.286
C 4.664 5.609 -1.915
C 3.483 6.073 -2.479
C 2.331 5.301 -2.416
C 2.359 4.061 -1.792
H 3.565 2.633 -0.735
H 5.612 4.014 -0.842
H 5.561 6.211 -1.967
H 3.460 7.039 -2.967
H 1.410 5.664 -2.854
H 1.458 3.462 -1.749
*
```

Atomic partial charges in e from the natural (NBO) method, atoms 1 to 5:
1. C -0.6059
2. C -0.4255
3. C -0.2467
4. N -0.4825
5. N -0.2351

=====

A molecular structure, C22H35BiNO5Si4, computed with ωB97M-V/def2-TZVPD.

The HOMO energy comes out at -5.03 eV. As for the energy above the lowest of the compared OMol25 structures with the same formula, charge and spin: 4.0 kcal/mol.

```
! wB97M-V def2-TZVPD RIJCOSX def2/J DEFGRID3
* xyz -1 1
Bi 0.522 1.527 -0.636
O 7.006 2.356 0.216
C 5.723 1.964 -0.019
C 5.290 1.571 -1.274
C 3.969 1.187 -1.439
N 3.120 1.178 -0.411
C 3.536 1.582 0.789
C 4.833 1.976 1.048
C 2.475 1.621 1.876
O 2.807 1.740 3.042
O 1.250 1.508 1.467
C 3.437 0.785 -2.838
O 4.292 0.734 -3.730
O 2.203 0.565 -2.893
H 7.498 2.302 -0.610
H 5.934 1.549 -2.145
H 5.128 2.278 2.042
C -1.140 -0.338 3.269
Si -2.105 -0.778 1.722
C -2.871 -2.492 1.938
C -3.545 0.412 1.500
Si -0.687 -0.828 -0.142
Si -1.843 -1.255 -2.137
C -3.300 -0.071 -2.315
C -0.673 -1.043 -3.598
C -2.541 -3.005 -2.210
Si 1.002 -2.454 0.088
C 0.276 -4.158 0.457
C 2.123 -2.018 1.532
C 1.988 -2.602 -1.497
H -1.834 -0.093 4.078
H -0.472 0.509 3.106
H -0.525 -1.180 3.597
H -3.489 -2.502 2.841
H -2.119 -3.276 2.035
H -3.513 -2.747 1.092
H -4.171 0.369 2.398
H -4.163 0.128 0.647
H -3.223 1.442 1.355
H -3.014 0.968 -2.145
H -4.090 -0.310 -1.602
H -3.719 -0.150 -3.323
H 0.133 -0.324 -3.442
H -1.233 -0.740 -4.488
H -0.186 -1.995 -3.824
H -3.246 -3.204 -1.400
H -1.748 -3.753 -2.158
H -3.069 -3.144 -3.158
H -0.200 -4.206 1.437
H 1.093 -4.887 0.449
H -0.455 -4.468 -0.291
H 1.593 -2.113 2.482
H 2.498 -1.000 1.469
H 2.982 -2.696 1.552
H 1.426 -3.176 -2.238
H 2.922 -3.139 -1.300
H 2.230 -1.638 -1.946
C -3.238 4.464 1.267
C -2.244 4.026 2.133
C -1.227 3.196 1.676
C -1.173 2.792 0.343
C -2.164 3.264 -0.516
C -3.195 4.081 -0.066
H -4.033 5.106 1.626
H -2.265 4.326 3.175
H -0.468 2.856 2.369
H -2.147 2.996 -1.571
H -3.960 4.422 -0.755
*
```

Atomic partial charges in e from the natural (NBO) method, atoms 1 to 5:
1. Bi 1.3413
2. O -0.6639
3. C 0.3326
4. C -0.3127
5. C 0.1462

=====

15 unconnected molecules or ions with the total composition C22H35Cl28F7NO2P in a non-equilibrium geometry, computed with ωB97M-V/def2-TZVPD.

The HOMO energy comes out at -9.57 eV. As for the energy above the lowest of the compared OMol25 structures with the same formula, charge and spin: 0.0 kcal/mol.

```
! wB97M-V def2-TZVPD RIJCOSX def2/J DEFGRID3
* xyz 0 1
C 2.763 1.777 0.338
C 1.869 1.402 -0.353
P 0.447 0.599 -0.925
C 0.946 -0.437 -2.339
N 1.119 0.291 -3.599
C 1.563 -0.712 -4.609
C -0.842 1.965 -1.345
O -2.004 1.642 -1.594
O -0.419 3.133 -1.283
C -0.321 -0.488 0.427
F -0.263 0.183 1.583
F -1.613 -0.637 0.107
C 0.235 -1.926 0.583
F -0.435 -2.466 1.620
F -0.047 -2.666 -0.493
C 1.754 -2.043 0.928
F 2.231 -0.962 1.528
F 1.919 -3.065 1.784
F 2.475 -2.351 -0.145
H 3.727 2.076 0.668
H 1.867 -0.972 -2.098
H 0.135 -1.143 -2.494
H 1.906 0.922 -3.502
H 0.932 -0.655 -5.489
H 1.436 -1.714 -4.204
H 2.621 -0.629 -4.861
C -5.079 3.419 -2.124
Cl -4.733 4.537 -3.449
Cl -6.441 2.349 -2.505
H -4.196 2.812 -1.947
H -5.329 3.995 -1.240
C 4.712 -3.337 -5.935
Cl 4.025 -1.721 -6.156
Cl 4.329 -3.989 -4.337
H 4.297 -3.994 -6.690
H 5.788 -3.276 -6.037
C -0.504 6.617 -2.304
Cl 1.115 6.014 -2.658
Cl -0.469 7.909 -1.092
H -0.938 7.006 -3.216
H -1.094 5.791 -1.921
C 2.600 -6.372 2.904
Cl 2.991 -7.709 1.818
Cl 4.039 -5.760 3.733
H 2.167 -5.567 2.323
H 1.894 -6.723 3.647
C -7.316 0.488 0.395
Cl -7.347 -1.280 0.397
Cl -6.283 1.133 1.676
H -6.924 0.839 -0.551
H -8.326 0.853 0.547
C 5.457 -3.173 0.947
Cl 4.950 -4.472 -0.138
Cl 5.606 -1.620 0.106
H 4.720 -3.073 1.736
H 6.422 -3.431 1.366
C 3.533 6.428 -0.122
Cl 3.360 4.669 -0.223
Cl 4.461 6.919 1.307
H 4.058 6.787 -1.008
H 2.542 6.866 -0.064
C 2.676 -3.472 6.188
Cl 1.977 -2.725 4.749
Cl 1.567 -3.420 7.567
H 2.902 -4.508 5.961
H 3.582 -2.940 6.452
C 0.293 -9.979 0.300
Cl -0.294 -11.586 -0.141
Cl -1.003 -8.949 0.919
H 1.048 -10.084 1.070
H 0.716 -9.510 -0.581
C -6.569 5.162 2.378
Cl -6.240 6.182 0.971
Cl -7.944 4.090 2.106
H -5.693 4.555 2.577
H -6.787 5.799 3.226
C -11.584 1.141 1.971
Cl -11.179 -0.265 0.980
Cl -10.143 1.865 2.694
H -12.065 1.881 1.343
H -12.251 0.827 2.765
C -2.756 2.310 -6.067
Cl -2.329 0.912 -7.069
Cl -1.362 2.950 -5.199
H -3.155 3.086 -6.708
H -3.501 2.003 -5.343
C 6.201 9.091 -1.144
Cl 5.244 8.147 -2.300
Cl 6.895 10.532 -1.892
H 5.554 9.396 -0.330
H 7.005 8.468 -0.773
C 3.282 -6.354 8.809
Cl 3.677 -7.667 7.690
Cl 4.724 -5.709 9.603
H 2.816 -5.555 8.246
H 2.606 -6.731 9.566
*
```

Atomic partial charges in e from the Mulliken method, atoms 1 to 5:
1. C 0.4632
2. C -1.3079
3. P 0.5498
4. C -1.6375
5. N -0.2666